Entry 1:
Below is C9H12MnN3O6 as an isolated structure in a non-equilibrium geometry, with properties calculated with ωB97M-V/def2-TZVPD.

Last column: Löwdin charge in e.
Geometry (Å):
1 Mn -0.2432 0.4728 -0.5926  1.004
2 O -0.7953 3.9315 1.8746  0.193
3 C -0.5052 2.7576 1.3774  -0.447
4 O -0.4290 2.5288 0.1846  0.073
5 C -0.2877 1.6914 2.4247  -0.078
6 O -0.0001 0.4759 1.7840  -0.182
7 C 1.2470 -0.1533 2.1288  -0.057
8 C 2.0195 -0.6354 0.8686  -0.605
9 O 3.0770 -1.1769 1.0424  0.113
10 O 1.4063 -0.4156 -0.2505  -0.113
11 H -0.8915 4.6012 1.1815  0.160
12 H 0.5222 2.0101 3.0834  0.152
13 H -1.1954 1.5935 3.0257  0.156
14 H 1.8966 0.5251 2.6802  0.136
15 H 1.0462 -1.0310 2.7437  0.138
16 C -4.8244 1.5310 -1.3264  0.022
17 N -4.1668 0.4236 -0.6320  -0.027
18 C -4.8433 -0.4154 0.1932  -0.009
19 C -4.2261 -1.4170 0.8583  0.024
20 C -2.8187 -1.5533 0.6820  -0.342
21 N -2.1635 -0.7091 -0.1130  0.136
22 C -2.8149 0.2463 -0.8118  -0.492
23 O -2.1590 0.9785 -1.5757  0.001
24 N -2.1151 -2.4984 1.2989  0.210
25 H -5.8986 1.3700 -1.3209  0.100
26 H -4.4666 1.5801 -2.3505  0.104
27 H -4.5980 2.4771 -0.8360  0.107
28 H -5.9061 -0.2399 0.2831  0.145
29 H -4.7774 -2.0896 1.4969  0.122
30 H -2.5551 -3.1906 1.8774  0.128
31 H -1.1318 -2.5794 1.1001  0.127

Output
- E_tot (Eh) = -2116.6604
- net charge = +1
- energy above the lowest of the compared OMol25 structures with the same formula, charge and spin (kcal per mole) = 4.3
- LUMO (spin up / spin down) (eV) = -3.42 / -3.27
- 2S+1 = 2
- HOMO level (spin up / spin down) (eV) = -12.329 / -12.202

Entry 2:
Below is a 2-piece molecular cluster, C3H4O2S overall in a non-equilibrium geometry, with properties calculated with ωB97M-V/def2-TZVPD.

Last column: Löwdin charge in e.
Geometry (Å):
1 C -0.7077 0.0770 -0.1887  -0.072
2 C 0.4052 -0.0945 0.2682  -0.148
3 C -2.0917 -0.0534 -0.7863  -0.056
4 O 2.5622 1.3020 0.1200  -0.343
5 O 2.6949 -1.1278 -0.2351  -0.330
6 S 2.1571 -0.0129 0.4521  0.622
7 H -1.9860 0.0318 -1.7867  0.034
8 H -2.5569 -1.0556 -0.5470  0.113
9 H -2.6651 0.7436 -0.3940  0.062
10 H 2.1879 0.1899 3.0975  0.118

Output
- E_tot (Eh) = -665.1305
- energy above the lowest of the compared OMol25 structures with the same formula, charge and spin (kcal per mole) = 160.1
- LUMO (spin up / spin down) (eV) = -1.87 / -0.79
- HOMO level (spin up / spin down) (eV) = -10.838 / -9.849

Entry 3:
Below is a 2-piece molecular cluster, C26H29N2O overall in a non-equilibrium geometry, with properties calculated with ωB97M-V/def2-TZVPD.

Last column: Löwdin charge in e.
Geometry (Å):
1 C -7.0707 1.8783 -2.2689  -0.029
2 C -6.1875 1.1563 -1.3159  -0.243
3 C -6.1176 -0.2334 -1.3191  -0.013
4 C -5.2337 -0.9003 -0.5036  0.004
5 C -4.3836 -0.1934 0.3603  -0.210
6 C -3.3846 -0.8810 1.1090  0.065
7 C -2.6012 -0.2569 2.0533  -0.064
8 C -1.4733 -0.7990 2.6215  0.071
9 C -0.6393 -0.0787 3.5267  -0.203
10 C 0.6259 -0.5914 3.8401  0.010
11 C 1.4661 0.0876 4.6880  -0.009
12 C 1.0875 1.3007 5.2536  -0.242
13 C 2.0131 2.0292 6.1603  -0.029
14 C -0.1643 1.8204 4.9438  -0.013
15 C -1.0159 1.1493 4.1016  0.008
16 C -4.4986 1.2080 0.3938  0.008
17 C -5.3764 1.8636 -0.4344  -0.010
18 H -6.9879 2.9572 -2.1323  0.085
19 H -6.7921 1.6495 -3.2993  0.099
20 H -8.1146 1.5996 -2.1223  0.097
21 H -6.7540 -0.7883 -1.9881  0.125
22 H -5.1895 -1.9768 -0.5060  0.123
23 H -3.1813 -1.9089 0.8693  0.135
24 H -2.8664 0.7415 2.3432  0.089
25 H -1.1440 -1.7737 2.3051  0.124
26 H 0.9368 -1.5051 3.3608  0.096
27 H 2.4363 -0.3152 4.9152  0.124
28 H 1.5671 2.9618 6.5097  0.085
29 H 2.2570 1.4257 7.0361  0.098
30 H 2.9415 2.2723 5.6413  0.097
31 H -0.4638 2.7599 5.3791  0.120
32 H -1.9890 1.5628 3.8984  0.111
33 H -3.8684 1.7804 1.0509  0.110
34 H -5.4234 2.9393 -0.4247  0.120
35 C 4.0996 -7.3962 -2.7483  -0.182
36 C 3.0716 -6.6179 -1.9270  -0.120
37 N 3.6128 -5.3425 -1.4077  -0.076
38 C 2.8816 -4.6382 -0.4098  -0.204
39 C 2.7844 -3.2513 -0.3918  -0.014
40 C 2.0149 -2.6338 0.5636  -0.163
41 N 1.3409 -3.2664 1.5107  0.028
42 C 1.4474 -4.5855 1.5015  -0.157
43 C 2.1851 -5.3027 0.5926  -0.012
44 C 4.4108 -4.5797 -2.3856  -0.138
45 C 5.3700 -5.4677 -3.1801  -0.181
46 O 4.7050 -6.5872 -3.7432  -0.136
47 H 4.8980 -7.7968 -2.1145  0.125
48 H 3.6456 -8.2530 -3.2612  0.133
49 H 2.1987 -6.3759 -2.5387  0.131
50 H 2.7131 -7.2304 -1.0935  0.111
51 H 3.3083 -2.6668 -1.1263  0.097
52 H 1.9451 -1.5555 0.5710  0.103
53 H 0.9171 -5.1088 2.2842  0.106
54 H 2.2604 -6.3711 0.6779  0.103
55 H 3.7116 -4.0822 -3.0622  0.128
56 H 4.9685 -3.7995 -1.8539  0.125
57 H 5.8383 -4.9189 -4.0072  0.132
58 H 6.1855 -5.8437 -2.5520  0.125

Output
- E_tot (Eh) = -1192.6299
- net charge = +1
- energy above the lowest of the compared OMol25 structures with the same formula, charge and spin (kcal per mole) = 17.4
- LUMO (eV) = -5.20
- HOMO level (eV) = -10.324

Entry 4:
Below is C2H5N3O2 in the gas phase, with properties calculated with ωB97M-V/def2-TZVPD.

Last column: Löwdin charge in e.
Geometry (Å):
1 C 2.1669 -0.2556 0.5713  0.011
2 N 1.1202 0.4216 0.3400  0.052
3 N 0.2456 -0.1402 -0.6005  -0.133
4 O -0.3854 0.7935 -1.4637  -0.082
5 C -1.3445 -0.2116 -0.4111  -0.601
6 N -1.7261 0.5507 0.6757  0.150
7 O -1.9142 -1.1583 -0.8806  0.074
8 H 2.4194 -1.1880 0.0583  0.085
9 H 2.8474 0.1177 1.3274  0.077
10 H 0.6130 -0.9468 -1.1214  0.169
11 H -2.7292 0.5462 0.7873  0.106
12 H -1.3131 1.4708 0.7172  0.092

Output
- E_tot (Eh) = -393.8152
- energy above the lowest of the compared OMol25 structures with the same formula, charge and spin (kcal per mole) = 128.1
- SMILES = C=N[N@@H+]1O[C@@]1(N)[O-]
- LUMO (eV) = 0.36
- HOMO level (eV) = -9.457